A 2-piece molecular cluster, C25H27BrClN2O5P overall in a non-equilibrium geometry. Source: the Open Molecules 2025 dataset; level of theory: ωB97M-V with the def2-TZVPD basis set.

## Properties
Frontier orbital gap ... 7.63 eV
Structure (SMILES) ... CCOC(=O)CCCc1c(P(N)O)cc2c(c1Br)C(=O)C(Cl)=C(N=C(C)C)C2=O.c1ccccc1
Total charge ... 0
ΔE to the lowest compared entry with this formula, charge and spin ... 0.00 kcal/mol
E_HOMO ... -8.4 eV
LUMO ... -0.76 eV
DFT total energy ... -131433.424 eV

Geometry as XYZ:
```
62
Properties=species:S:1:pos:R:3:nbo_charge:R:1
Br -0.1420 -0.4569 -2.7216 0.089
Cl 3.5836 2.3429 -0.2648 0.051
P -0.4165 -4.9164 0.8874 1.242
O 4.4752 -2.3621 1.1938 -0.486
O -1.6806 1.0048 0.6446 -0.530
O -1.3431 -0.9756 1.5728 -0.586
O 0.8170 -5.5867 1.7327 -0.969
O 2.7327 0.3318 -2.4256 -0.484
N 4.5616 0.3878 1.9404 -0.550
N -1.3424 -4.2707 2.1621 -1.162
C -2.7318 -0.9475 -0.3775 -0.560
C 3.0265 1.5620 3.4282 -0.724
C 3.8831 -0.0820 0.8434 0.109
C -1.5064 -2.9705 -1.3849 -0.470
C 2.3591 -1.9841 0.1926 -0.115
C 4.3083 -0.4952 4.1928 -0.704
C -0.1298 -2.6474 -0.8568 0.090
C 2.6589 -0.0280 -1.2810 0.524
C -2.8580 1.8194 0.6885 -0.068
C 0.4337 -3.4331 0.1708 -0.371
C 0.5884 -1.5496 -1.3542 -0.084
C 1.6827 -3.0901 0.6773 -0.160
C -3.5237 1.8059 2.0477 -0.638
C 3.3926 0.6482 -0.1762 -0.168
C 3.6619 -1.5768 0.7854 0.526
C -1.1027 2.7297 -4.6278 -0.226
C -1.8741 -0.3372 0.7072 0.828
C -1.5550 5.2411 -3.5357 -0.220
C -0.4632 3.1003 -3.4532 -0.162
C -2.1979 4.8682 -4.7083 -0.217
C 1.8380 -1.2032 -0.8328 -0.134
C 4.0158 0.4849 3.1008 0.528
C -1.9691 3.6137 -5.2563 -0.218
C -2.6145 -2.4654 -0.4430 -0.382
C -0.6869 4.3576 -2.9090 -0.224
H -2.5293 -0.4693 -1.3327 0.251
H -3.7639 0.7936 2.3706 0.210
H 4.5425 -0.0292 5.1478 0.229
H 5.0771 -1.1876 3.8639 0.253
H -3.5653 1.5503 -0.0977 0.173
H 0.9565 -5.0999 2.5552 0.482
H 0.2103 2.4107 -2.9626 0.213
H -0.1833 4.6477 -1.9956 0.210
H -1.6648 -2.4734 -2.3369 0.229
H -1.0409 -3.3533 2.4772 0.398
H 2.0423 1.1728 3.1311 0.252
H -3.5606 -2.8797 -0.7959 0.212
H -1.7303 6.2214 -3.1112 0.211
H -2.8766 5.5562 -5.1959 0.211
H -2.4788 -2.8484 0.5610 0.215
H -2.3276 -4.2631 1.9488 0.392
H -2.9170 2.3172 2.7900 0.220
H 3.3855 -1.0732 4.3112 0.242
H -0.9245 1.7505 -5.0556 0.209
H 3.2012 2.4468 2.8252 0.251
H 2.1475 -3.6523 1.4734 0.230
H 2.9687 1.7759 4.4915 0.227
H -2.4652 3.3254 -6.1741 0.212
H -4.4699 2.3433 1.9691 0.218
H -3.7653 -0.6900 -0.1279 0.239
H -1.6188 -4.0418 -1.5449 0.236
H -2.5310 2.8299 0.4554 0.202
```

***

A 5-piece molecular cluster, C2H12O4 overall in a non-equilibrium geometry. Source: the Open Molecules 2025 dataset; level of theory: ωB97M-V with the def2-TZVPD basis set.

## Properties
Frontier orbital gap ... 10.92 eV
Structure (SMILES) ... C=C.O.O.O.O
Total charge ... 0
ΔE to the lowest compared entry with this formula, charge and spin ... 9.69 kcal/mol
E_HOMO ... -10.2 eV
LUMO ... 0.69 eV
DFT total energy ... -10458.574 eV

Geometry as XYZ:
```
18
Properties=species:S:1:pos:R:3:nbo_charge:R:1
O -1.6264 -1.3693 -0.6725 -1.007
O -0.6137 1.3963 -1.0000 -0.979
O 1.8742 0.4107 -1.3715 -0.993
O 0.9833 -2.1163 -0.9016 -0.992
C -0.9929 0.7755 2.2359 -0.400
C 0.3205 1.0159 2.1316 -0.407
H -1.4503 -0.1560 1.8858 0.214
H 2.2709 0.6558 -2.2405 0.478
H 0.9742 0.2859 1.6855 0.208
H 1.0216 0.9232 -1.3279 0.514
H -1.6732 1.4863 2.6892 0.192
H -2.2390 -1.8002 -1.2634 0.475
H 1.4589 -1.2514 -1.1042 0.514
H -0.5959 1.7391 -0.0863 0.490
H 1.3757 -2.7351 -1.4967 0.473
H 0.7385 1.9468 2.5027 0.197
H -0.7223 -1.7686 -0.7675 0.514
H -1.1040 0.5614 -0.8984 0.511
```

***

An isolated ion of composition C9H9N4 and charge +1 in a non-equilibrium geometry. Source: the Open Molecules 2025 dataset; level of theory: ωB97M-V with the def2-TZVPD basis set.

## Properties
Frontier orbital gap (alpha / beta) ... 7.22 / 7.22 eV
Structure (SMILES) ... C1=C[C@H]2NCN=[N+]2c2ccncc21
Total charge ... +1
ΔE to the lowest compared entry with this formula, charge and spin ... 38.60 kcal/mol
E_HOMO (alpha / beta) ... -12.8 / -12.8 eV
LUMO (alpha / beta) ... -5.55 / -5.55 eV
DFT total energy ... -15428.899 eV

Geometry as XYZ:
```
22
Properties=species:S:1:pos:R:3:nbo_charge:R:1
N -0.6425 -0.6112 0.0066 0.036
N -1.2849 -1.5699 -0.4330 0.032
N 3.4439 0.0005 -0.1374 -0.371
N -2.9322 0.1492 0.1285 -0.560
C 2.6954 1.0753 -0.1433 0.113
C 0.8690 -0.4564 -0.0026 0.123
C 1.6939 -1.5384 0.2428 -0.226
C 1.2794 0.8983 -0.1297 -0.106
C -0.9282 1.8296 -0.1637 -0.190
C -2.6762 -1.2869 -0.4841 -0.149
C 0.3973 2.0118 -0.2535 -0.187
C 3.0622 -1.2196 0.0508 0.081
C -1.5407 0.5773 0.3095 0.024
H -1.6178 2.6637 -0.3652 0.263
H 3.0720 1.9990 -0.0285 0.206
H 3.7874 -2.0096 0.0117 0.220
H 1.3509 -2.5983 0.3046 0.266
H -1.3647 0.7283 1.4401 0.248
H -3.2774 -1.9844 0.2719 0.263
H 0.8831 3.0245 -0.2738 0.258
H -2.9893 -1.5712 -1.4806 0.263
H -3.2807 -0.1115 1.1289 0.391
```